# 1
C2H3NS2 | ωB97M-V/def2-TZVPD

Cartesian coordinates (Å):
C: 2.70748 0.05286 -0.17338
C: -0.86194 0.71249 0.25074
H: 2.93204 -1.07986 -0.27526
H: 3.54763 0.91132 0.22877
H: -0.51964 1.65642 0.33160
N: 1.62561 0.57099 -0.16208
S: 0.46649 -0.58773 0.16126
S: -2.24227 -0.04207 -0.13719

Relative energy (zero: lowest compared OMol25 entry of this formula, charge and spin): 3.082 eV
Charge: 0
Gap between HOMO and LUMO: 7.9 eV
LUMO level: -0.0194 Ha

Results of the natural (NBO) charge analysis, in e, for atoms 1 through 4: C -0.05; C -0.40; H 0.16; H 0.18

***

# 2
C2H3NS2 | ωB97M-V/def2-TZVPD

Cartesian coordinates (Å):
C: -0.71383 -1.21350 0.24329
C: 1.46532 0.99089 -0.18497
N: -1.64422 -0.48645 0.03550
S: 1.32498 -0.61503 0.10767
S: -2.55715 0.75318 0.13802
H: -0.37728 -2.23519 0.13795
H: 0.86690 1.14303 -1.13809
H: 1.63529 1.66306 0.66064

Relative energy (zero: lowest compared OMol25 entry of this formula, charge and spin): 3.732 eV
Charge: 0
Gap between HOMO and LUMO (spin up / spin down): 6.9 / 6.6 eV
LUMO level (spin up / spin down): -0.0495 / -0.0585 Ha

Results of the natural (NBO) charge analysis, in e, for atoms 1 through 4: C 0.05; C -0.57; N -0.46; S 0.12

***

# 3
C2H3NS3 | ωB97M-V/def2-TZVPD

Cartesian coordinates (Å):
C: -1.13683 -0.08013 -0.37348
C: -0.62933 1.15351 -0.22862
S: 0.95387 1.70991 0.40708
S: 2.00653 -0.23762 -0.36346
N: 1.15096 -1.35788 0.52704
S: -0.50411 -1.59928 0.19089
H: -1.96632 -0.15759 -0.91755
H: -1.22524 1.80455 -0.77669
H: 1.35048 -1.23547 1.53478

Structure (SMILES): c1css[nH]s1
Relative energy (zero: lowest compared OMol25 entry of this formula, charge and spin): 1.518 eV
Charge: 0
Gap between HOMO and LUMO: 7.9 eV
LUMO level: -0.0177 Ha

Results of the natural (NBO) charge analysis, in e, for atoms 1 through 4: C -0.40; C -0.38; S 0.05; S 0.34

***

| no. | electronic energy (eV) |
| --- | --- |
| 1 | -25279.4880 |
| 2 | -25278.8382 |
| 3 | -36116.6080 |